DFT (the ωB97M-V functional and the def2-TZVPD basis) results for a structure of composition C3H7NORb at a distorted geometry.

Its largest force on an atom is 3.2 eV/Å. Its net charge is +2. As for the molar mass: 158.56 g mol⁻¹. As for the multiplicity: 2. For the HOMO energy (alpha / beta), the calculation gives -0.757 / -0.746 hartree. As for the expectation value of S²: 0.7816. Its energy relative to the best compared isomer or geometry (same formula, charge and spin) is 0.231 eV.

Last column: Löwdin charge in e.
CARTESIAN COORDINATES (ANGSTROEM)
Rb (-29.7363, 4.5215, -12.4166)  1.0351
C (-34.0728, 1.7479, -11.5200)  0.0656
C (-33.1213, 2.8950, -11.4018)  -0.4006
O (-32.1238, 2.9198, -12.1411)  0.0790
N (-33.2674, 3.8855, -10.4924)  0.2305
C (-34.3655, 4.0363, -9.5094)  0.0668
H (-33.5645, 0.8437, -11.1851)  0.1304
H (-34.5423, 1.6947, -12.5022)  0.1289
H (-34.9037, 1.9274, -10.8378)  0.0868
H (-32.4853, 4.5247, -10.4929)  0.1706
H (-34.0679, 4.7460, -8.7375)  0.1212
H (-34.5056, 3.1424, -8.9017)  0.1371
H (-35.2612, 4.4145, -10.0023)  0.1487

---

DFT (the ωB97M-V functional and the def2-TZVPD basis) results for an isolated molecule of C2H3N3O at a distorted geometry.

Its largest force on an atom is 1.6 eV/Å. Its net charge is 0. As for the molar mass: 85.07 g mol⁻¹. For the HOMO energy, the calculation gives -0.361 hartree. As for the structure (SMILES): Oc1cn[nH]n1. Its energy relative to the best compared isomer or geometry (same formula, charge and spin) is 1.720 eV.

Last column: Löwdin charge in e.
CARTESIAN COORDINATES (ANGSTROEM)
O (-1.9288, -0.2411, -0.2364)  0.0799
C (-0.6012, -0.0984, -0.1976)  -0.4349
C (0.1632, 1.1119, -0.2654)  -0.0701
N (1.4035, 0.8247, 0.0205)  0.0510
N (1.4351, -0.5456, 0.1384)  -0.0801
N (0.1879, -1.0992, 0.0039)  0.0841
H (-2.0882, -1.1829, -0.0593)  0.1210
H (-0.1957, 2.1109, -0.4810)  0.1124
H (1.6242, -0.8804, 1.0770)  0.1367

---

DFT (the ωB97M-V functional and the def2-TZVPD basis) results for a cluster of 5 separate species, C14H39N4O8 in total at a distorted geometry.

Its largest force on an atom is 4.2 eV/Å. Its net charge is -1. As for the molar mass: 391.49 g mol⁻¹. For the HOMO energy, the calculation gives -0.206 hartree. Its energy relative to the best compared isomer or geometry (same formula, charge and spin) is 2.483 eV.

Last column: Löwdin charge in e.
CARTESIAN COORDINATES (ANGSTROEM)
N (0.3908, 0.4177, -0.0066)  -0.6770
O (-0.5338, -0.0147, -0.6774)  -0.0981
O (0.6296, -0.1377, 1.0454)  -0.0065
O (1.0730, 1.2899, -0.4350)  0.0048
C (0.6644, -2.6426, -2.2050)  -0.2393
C (-0.5627, -3.2011, -1.4599)  -0.2484
O (-0.7608, -2.7447, -0.1594)  -0.0909
O (0.4199, -2.7851, -3.5842)  -0.0804
H (1.5449, -3.2182, -1.9195)  0.1039
H (0.8408, -1.5730, -2.0912)  0.1108
H (-0.4969, -4.2871, -1.3932)  0.1166
H (-1.4823, -2.8208, -1.9046)  0.1183
H (-0.7430, -1.7869, -0.2217)  0.0203
H (0.8309, -2.0602, -4.0608)  0.0785
C (3.2400, -5.4932, 5.4576)  -0.0539
C (3.4915, -4.2317, 4.4835)  -0.3912
C (2.5364, -4.2829, 3.2337)  -0.2035
O (3.1779, -3.4769, 2.2718)  -0.1761
C (2.2178, -3.1822, 1.2965)  -0.1392
N (3.3602, -3.0109, 5.2409)  0.0040
H (2.2119, -5.7161, 5.7429)  0.0650
H (3.8293, -5.4590, 6.3740)  0.0537
H (3.5430, -6.4127, 4.9568)  0.0553
H (4.5080, -4.0704, 4.1248)  0.1227
H (1.5430, -3.9389, 3.5216)  0.1288
H (2.4767, -5.2799, 2.7972)  0.1201
H (2.6719, -2.5526, 0.5313)  0.0895
H (1.3088, -2.6902, 1.6426)  0.0790
H (1.8646, -4.0243, 0.7013)  0.0790
H (4.1229, -2.9870, 5.9026)  0.0623
H (3.4358, -2.1917, 4.6550)  0.0737
C (-0.7629, 4.2091, -2.3815)  -0.0904
C (-0.3039, 3.6612, -3.6797)  -0.4161
C (1.1483, 4.1391, -3.9963)  -0.1844
O (1.3075, 5.5229, -3.6450)  -0.2170
C (2.6039, 6.1084, -4.0608)  -0.0677
N (-0.3741, 2.2222, -3.4846)  0.0416
H (-0.8463, 5.2878, -2.2484)  0.0721
H (-0.0166, 3.9859, -1.6191)  0.0912
H (-1.6908, 3.8501, -1.9362)  0.0622
H (-0.9711, 3.9240, -4.5006)  0.1248
H (1.3323, 3.9472, -5.0534)  0.1136
H (1.8983, 3.5846, -3.4323)  0.1212
H (3.3859, 5.5537, -3.5424)  0.0823
H (2.6255, 7.1963, -3.9972)  0.0779
H (2.6985, 5.9550, -5.1358)  0.0693
H (-0.9673, 1.9798, -2.7040)  0.0338
H (0.4886, 1.7089, -3.3732)  0.0641
C (-4.4836, -0.1869, 0.1571)  -0.0572
C (-3.8451, 1.1812, 0.0889)  -0.4787
C (-2.7981, 1.3472, 1.1548)  -0.1517
O (-3.2663, 1.3486, 2.5480)  -0.1842
C (-4.0358, 2.4687, 2.9150)  -0.1454
N (-3.2146, 1.2363, -1.1757)  0.0442
H (-3.7333, -0.9693, 0.0432)  0.0844
H (-5.2707, -0.4220, -0.5594)  0.0700
H (-5.0455, -0.2987, 1.0844)  0.0713
H (-4.5927, 1.9733, 0.0450)  0.1345
H (-2.4415, 2.3627, 0.9828)  0.1193
H (-1.9204, 0.7009, 1.1591)  0.1176
H (-4.8891, 2.5925, 2.2482)  0.0656
H (-3.5593, 3.4490, 2.9227)  0.0839
H (-4.6076, 2.1794, 3.7967)  0.0836
H (-2.7967, 2.1382, -1.3547)  0.0421
H (-2.4100, 0.6277, -1.1270)  0.0403

---

DFT (the ωB97M-V functional and the def2-TZVPD basis) results for an isolated molecule of C6H12N2O at a distorted geometry.

Its largest force on an atom is 4.1 eV/Å. Its net charge is 0. As for the molar mass: 128.17 g mol⁻¹. For the HOMO energy, the calculation gives -0.276 hartree. As for the structure (SMILES): C=C(N)CC(=O)N(C)C. Its energy relative to the best compared isomer or geometry (same formula, charge and spin) is 2.439 eV.

Last column: Löwdin charge in e.
CARTESIAN COORDINATES (ANGSTROEM)
C (0.4728, 1.7606, 0.2574)  0.0329
C (1.1705, 0.9288, 1.1193)  -0.3695
N (0.8716, 0.8574, 2.4823)  0.0715
C (1.5499, -0.3725, 0.4384)  -0.0710
C (0.1764, -1.0074, 0.3525)  -0.4146
O (-0.3822, -1.5383, 1.2913)  0.0787
N (-0.5957, -0.3720, -0.7130)  -0.2051
C (-0.1368, -0.5885, -2.0821)  -0.0769
C (-2.0412, -0.5293, -0.5624)  -0.0708
H (0.9030, 1.9939, -0.7084)  0.0565
H (-0.0053, 2.6218, 0.7034)  0.0545
H (1.0783, 0.0026, 2.9877)  0.0840
H (-0.0336, 1.0583, 2.8989)  0.0984
H (2.2051, -1.0104, 1.0308)  0.1180
H (1.9987, -0.1575, -0.5312)  0.1096
H (0.5252, 0.2193, -2.4011)  0.0729
H (0.4090, -1.5253, -2.2051)  0.0892
H (-0.9577, -0.6008, -2.7973)  0.0836
H (-2.2986, -0.3765, 0.4830)  0.0836
H (-2.3472, -1.5412, -0.8345)  0.0877
H (-2.5623, 0.1771, -1.2099)  0.0870

---

DFT (the ωB97M-V functional and the def2-TZVPD basis) results for a structure of composition C10H18AlClFO5 at a distorted geometry.

Its largest force on an atom is 8.4 eV/Å. Its net charge is -1. As for the molar mass: 299.68 g mol⁻¹. For the HOMO energy, the calculation gives -0.209 hartree.

Last column: Löwdin charge in e.
CARTESIAN COORDINATES (ANGSTROEM)
C (5.1079, 0.7231, 1.3741)  -0.1640
C (3.5878, 0.6817, 0.6933)  -0.2526
C (3.5975, -0.5323, -0.4027)  -0.2075
C (2.1303, -1.2544, -0.6306)  -0.2187
O (1.0047, -0.3373, -0.7971)  -0.1643
C (-0.1810, -0.9763, -1.3800)  -0.3043
O (-0.4666, -2.1066, -0.4747)  -0.1836
Al (-2.3930, -2.0605, -0.4852)  0.2659
F (-3.0332, -3.7850, -0.9069)  -0.3147
C (-2.7424, -1.2365, 1.3722)  -0.1599
C (-4.3198, -1.0861, 1.7647)  -0.6480
O (-4.5953, -0.9989, 3.0844)  -0.1496
Cl (-5.7751, -1.0587, 0.6200)  0.5353
O (-2.5401, -1.0632, -2.0660)  -0.1748
C (-1.4630, -0.0257, -1.8760)  -0.2744
O (-2.1590, 0.8252, -0.9399)  -0.1914
C (-1.6142, 2.1438, -0.6994)  -0.2199
C (-2.8148, 2.8414, 0.2461)  -0.0918
H (5.1148, 1.2748, 2.4195)  0.0682
H (5.7928, 1.2961, 0.5818)  0.0793
H (5.5240, -0.3732, 1.5213)  0.0662
H (2.7487, 0.4690, 1.4792)  0.1147
H (3.4525, 1.6806, 0.0976)  0.1068
H (4.3190, -1.3976, -0.0112)  0.1074
H (4.0990, -0.1448, -1.3999)  0.1124
H (2.2454, -1.9590, -1.5765)  0.1294
H (2.0135, -2.0124, 0.2862)  0.1369
H (0.2442, -1.5421, -2.3341)  0.1547
H (-2.1125, -0.2280, 1.4719)  0.0989
H (-2.2296, -1.9763, 2.1502)  0.0912
H (-1.0264, 0.4497, -2.8797)  0.1742
H (-0.6184, 2.0445, -0.0860)  0.1270
H (-1.4494, 2.7950, -1.6594)  0.1225
H (-3.3797, 3.7053, -0.3410)  0.0733
H (-3.6777, 2.0530, 0.4965)  0.0863
H (-2.3907, 3.1715, 1.2877)  0.0691

---

DFT (the ωB97M-V functional and the def2-TZVPD basis) results for an isolated molecule of C5H12N2O at a distorted geometry.

Its largest force on an atom is 2.2 eV/Å. Its net charge is 0. As for the molar mass: 116.16 g mol⁻¹. For the HOMO energy, the calculation gives -0.315 hartree. As for the structure (SMILES): CNC(=O)[C@H](C)NC. Its energy relative to the best compared isomer or geometry (same formula, charge and spin) is 1.752 eV.

Last column: Löwdin charge in e.
CARTESIAN COORDINATES (ANGSTROEM)
C (-1.1382, -0.4279, -2.4571)  -0.0958
N (-0.5673, 0.7956, -1.9229)  0.0032
C (-0.6566, 0.9798, -0.5513)  -0.4570
O (-1.1513, 1.9531, -0.0438)  0.0915
C (0.1686, -0.0399, 0.3046)  -0.3283
C (-0.8279, -0.9138, 1.0961)  -0.0504
N (0.9518, 0.8011, 1.1742)  -0.0835
C (2.1891, 0.2263, 1.6902)  -0.1292
H (-2.2315, -0.4822, -2.4896)  0.0839
H (-0.7402, -1.2569, -1.8712)  0.0730
H (-0.8922, -0.5950, -3.5098)  0.0804
H (-0.7787, 1.6196, -2.4660)  0.1280
H (0.8051, -0.6991, -0.2765)  0.1297
H (-1.3218, -1.6730, 0.4838)  0.0686
H (-1.6311, -0.2776, 1.4819)  0.0805
H (-0.4159, -1.4042, 1.9803)  0.0736
H (0.4922, 1.1749, 1.9849)  0.1098
H (2.9861, 0.9667, 1.7392)  0.0687
H (2.0553, -0.2893, 2.6497)  0.0753
H (2.7048, -0.4584, 1.0034)  0.0779

---

DFT (the ωB97M-V functional and the def2-TZVPD basis) results for a cluster of 2 separate species, CH6NOS in total at a distorted geometry.

Its largest force on an atom is 5.0 eV/Å. Its net charge is +1. As for the molar mass: 80.13 g mol⁻¹. For the HOMO energy, the calculation gives -0.529 hartree. Its energy relative to the best compared isomer or geometry (same formula, charge and spin) is 0.779 eV.

Last column: Löwdin charge in e.
CARTESIAN COORDINATES (ANGSTROEM)
C (-1.1889, -0.5340, -0.0698)  -0.2572
N (-0.4959, 0.5025, -0.1812)  0.1978
O (-2.4385, -0.6279, -0.0137)  0.2109
S (2.5314, -0.2838, -0.0168)  0.6046
H (-0.5431, -1.5298, 0.1681)  0.2265
H (3.4256, -0.2125, 0.9855)  -0.1469
H (0.5400, 0.3640, 0.0183)  -0.0146
H (-1.0310, 1.3298, -0.4386)  0.1687
H (-3.1277, 0.0359, 0.0354)  0.1716
H (2.3281, 0.9558, -0.4872)  -0.1614